[1]
13
Properties=species:S:1:pos:R:3:forces:R:3 method="wB97M-V/def2-TZVPD" relative_energy_kcal_mol=36.23 smiles="C=CCOC" homo_lumo_gap_ev=10.91
C 0.084 1.998 -0.538 -0.5 0.4 0.4
C 0.805 0.995 -0.062 -0.5 -0.5 0.8
C 0.166 0.064 0.962 0.6 -0.4 0.2
O 0.395 -1.294 0.603 0.5 -0.1 0.4
C -0.450 -1.845 -0.376 -0.5 0.7 -0.6
H 0.480 2.667 -1.296 -0.2 0.1 0.2
H -0.923 2.193 -0.070 1.1 -0.2 -0.9
H 1.832 0.747 -0.348 -0.4 0.2 -0.1
H 0.579 0.168 2.008 -0.3 0.0 -1.2
H -0.913 0.252 0.980 0.0 0.1 0.2
H -0.490 -1.192 -1.312 0.3 -1.0 0.9
H -0.073 -2.872 -0.564 -0.3 0.8 -0.1
H -1.490 -1.881 0.013 0.3 -0.2 -0.2


[2]
13
Properties=species:S:1:pos:R:3:forces:R:3 method="wB97M-V/def2-TZVPD" relative_energy_kcal_mol=39.28 smiles="O=C1CCC1.[H][H]" homo_lumo_gap_ev=10.65
O 2.020 0.818 -0.054 -0.6 0.0 0.1
C 0.847 0.602 0.085 0.4 0.1 0.0
C 0.012 -0.030 1.201 0.1 0.0 0.1
C -1.200 -0.007 0.234 -0.2 -0.1 0.0
C -0.380 0.799 -0.807 0.0 0.1 -0.1
H -0.083 0.643 2.060 0.0 -0.1 -0.1
H 0.359 -1.005 1.558 0.0 0.2 -0.1
H -2.093 0.494 0.616 0.1 -0.1 -0.1
H -1.483 -1.002 -0.121 0.1 0.2 0.1
H -0.657 1.856 -0.880 0.0 -0.1 0.0
H -0.300 0.387 -1.818 0.0 0.1 0.2
H 1.762 -1.549 -0.961 0.0 -0.1 0.0
H 1.195 -2.006 -1.113 0.0 0.0 0.0


[3]
13
Properties=species:S:1:pos:R:3:forces:R:3 method="wB97M-V/def2-TZVPD" relative_energy_kcal_mol=109.80 homo_lumo_gap_ev=8.70
C -1.460 0.449 0.303 0.1 -0.2 0.1
C -0.132 0.198 -0.424 0.3 0.1 0.2
C 0.828 -1.849 -0.129 -0.2 1.1 0.0
C 0.967 1.085 0.059 0.5 -0.1 0.2
O 2.066 0.731 0.405 -0.3 0.4 -0.1
H -2.293 -0.098 -0.152 0.3 0.0 0.0
H -1.405 0.166 1.358 0.0 0.0 -0.1
H -1.727 1.518 0.264 0.2 -0.2 0.0
H -0.279 0.375 -1.504 0.3 -0.3 0.2
H 1.755 -1.725 -0.702 -0.4 0.2 -0.1
H -0.090 -1.232 -0.489 -0.3 -1.2 -0.2
H 1.076 -1.782 0.935 -0.4 0.2 -0.1
H 0.694 2.164 0.077 0.0 -0.1 0.0


[4]
13
Properties=species:S:1:pos:R:3:forces:R:3 method="wB97M-V/def2-TZVPD" relative_energy_kcal_mol=53.64 homo_lumo_gap_ev=10.05
C 2.173 -1.087 0.197 0.1 0.0 -0.1
C -0.422 0.943 -0.616 0.1 -0.1 -0.2
C -1.348 -0.019 -0.597 0.1 0.1 -0.1
C -2.043 0.811 0.453 -0.3 -0.1 0.1
O -0.963 1.788 0.331 0.1 0.1 0.0
H 2.422 -0.188 -0.371 0.0 -0.1 0.1
H 2.399 -0.928 1.252 0.0 0.0 -0.1
H 2.748 -1.933 -0.186 0.0 0.1 0.1
H 0.523 1.181 -1.096 -0.3 0.0 0.1
H -1.535 -0.960 -1.095 0.1 0.2 0.1
H 1.112 -1.289 0.082 0.0 0.0 0.0
H -2.071 0.413 1.470 0.0 0.0 -0.1
H -2.996 1.266 0.176 0.1 0.0 0.1


[5]
13
Properties=species:S:1:pos:R:3:forces:R:3 method="wB97M-V/def2-TZVPD" relative_energy_kcal_mol=6.08 smiles="CC(C)C=O" homo_lumo_gap_ev=10.81
C -1.291 0.334 0.391 -0.1 0.0 0.1
C 0.004 0.139 -0.414 0.0 0.0 0.0
C 0.539 -1.284 -0.275 0.0 -0.1 0.0
C 1.012 1.155 0.091 0.1 -0.1 0.2
O 1.765 0.950 1.013 -0.3 0.1 -0.4
H -2.053 -0.380 0.061 0.1 0.1 0.0
H -1.096 0.164 1.456 0.0 0.0 -0.2
H -1.704 1.342 0.275 0.1 -0.1 0.0
H -0.204 0.364 -1.469 0.1 0.0 0.1
H 1.423 -1.442 -0.902 -0.1 0.0 0.1
H -0.224 -2.010 -0.575 0.1 0.1 0.1
H 0.825 -1.480 0.763 -0.1 0.0 -0.1
H 1.005 2.146 -0.414 0.0 -0.1 0.1


[6]
13
Properties=species:S:1:pos:R:3:forces:R:3 method="wB97M-V/def2-TZVPD" relative_energy_kcal_mol=22.92 smiles=OC1CCC1 homo_lumo_gap_ev=11.03
O -1.993 0.390 0.352 0.3 0.2 -0.1
C -0.815 0.072 -0.381 0.1 -0.1 -0.3
C 0.434 0.926 -0.118 0.2 0.4 0.0
C 1.276 -0.323 0.220 0.1 0.0 0.0
C -0.038 -1.141 0.178 0.0 -0.2 0.0
H -2.274 1.271 0.064 0.0 -0.3 0.1
H -1.073 0.052 -1.454 0.2 -0.4 0.3
H 0.257 1.552 0.756 0.2 0.2 -0.1
H 0.789 1.482 -0.985 0.0 0.3 0.2
H 1.815 -0.296 1.178 -0.3 0.0 -0.3
H 2.015 -0.592 -0.545 -0.3 0.1 0.1
H -0.380 -1.359 1.192 -0.1 -0.2 -0.2
H -0.009 -2.035 -0.443 -0.2 -0.1 0.2


Copy entry 3 word for word.
13
Properties=species:S:1:pos:R:3:forces:R:3 method="wB97M-V/def2-TZVPD" relative_energy_kcal_mol=109.80 homo_lumo_gap_ev=8.70
C -1.460 0.449 0.303 0.1 -0.2 0.1
C -0.132 0.198 -0.424 0.3 0.1 0.2
C 0.828 -1.849 -0.129 -0.2 1.1 0.0
C 0.967 1.085 0.059 0.5 -0.1 0.2
O 2.066 0.731 0.405 -0.3 0.4 -0.1
H -2.293 -0.098 -0.152 0.3 0.0 0.0
H -1.405 0.166 1.358 0.0 0.0 -0.1
H -1.727 1.518 0.264 0.2 -0.2 0.0
H -0.279 0.375 -1.504 0.3 -0.3 0.2
H 1.755 -1.725 -0.702 -0.4 0.2 -0.1
H -0.090 -1.232 -0.489 -0.3 -1.2 -0.2
H 1.076 -1.782 0.935 -0.4 0.2 -0.1
H 0.694 2.164 0.077 0.0 -0.1 0.0